Molecular formula: C2H9OS
Method: DFT, ωB97M-V/def2-TZVPD

Each atom is followed by the atoms it is bonded to, with distances in Å.
Element x y z (Å)
1 O 0.79053 2.08564 1.11735  H2 0.968, H4 0.964
2 H 0.34441 2.34314 1.93640  O1 0.968
3 H -0.61588 2.95122 3.41144  H11 0.743
4 H 1.61938 2.57687 1.13987  O1 0.964
5 C -0.43453 -2.19397 -2.07798  C6 1.473, H8 1.103, H9 1.093, H10 1.085
6 C 0.14086 -1.25300 -1.10216  C5 1.473, S7 1.604, H12 1.087
7 S -0.82534 -0.25070 -0.30610  C6 1.604, H13 1.371
8 H -0.45892 -3.17882 -1.58183  C5 1.103
9 H 0.25728 -2.36067 -2.90694  C5 1.093
10 H -1.44374 -2.01059 -2.43063  C5 1.085
11 H -0.54905 2.23764 3.21624  H3 0.743
12 H 1.22415 -1.32950 -1.04613  C6 1.087
13 H -0.04916 0.38275 0.63045  S7 1.371

Summary:
- Kohn-Sham gap (Ha) = 0.3580
- molecular weight (g/mol) = 81.16
- total charge = +1
- electronic energy (eV) = -15093.638
- 2S+1 = 1